[1]
DFT (ωB97M-V/def2-TZVPD) results for a 2-piece molecular cluster, C3H10N2S overall.

The value obtained for the energy is -627.9427 Eh. For the largest force on an atom, the calculation gives 2.90 eV/A. The calculation puts the frontier orbital gap at 9.9 eV.

ORCA input file:
```
! RIJCOSX wB97M-V def2-TZVPD def2/J DEFGRID3
* xyz 0 1
C -1.20459 -1.37199 1.11354
C -2.42936 -0.87292 0.38426
S -2.43564 0.91445 -0.03709
H -1.08119 -0.95638 2.10911
H -1.20373 -2.45715 1.23220
H -0.35928 -1.15522 0.46579
H -2.56918 -1.34055 -0.59158
H -3.37337 -1.03262 0.90927
N 1.42208 1.64958 -1.07355
C 2.41369 0.95050 -0.44958
N 3.54738 0.65177 -0.96435
H 1.62951 2.33644 -1.77376
H 0.53645 1.18216 -1.13403
H 2.37800 0.54340 0.56585
H 3.86351 -0.24646 -0.62038
H -1.13428 1.20499 -0.13569
*
```

***

[2]
DFT (ωB97M-V/def2-TZVPD) results for an isolated ion of composition C8H12N3O and charge +1.

The value obtained for the energy is -551.1810 Eh. For the largest force on an atom, the calculation gives 8.08 eV/A. The calculation puts the frontier orbital gap at 9.6 eV.

ORCA input file:
```
! RIJCOSX wB97M-V def2-TZVPD def2/J DEFGRID3
* xyz 1 1
C -0.60191 -2.00000 1.02129
C -1.51660 -1.15356 1.44348
C -0.15788 -1.95091 -0.43931
C -1.99791 -0.01224 0.54924
C 1.32534 0.85201 0.44822
C 0.58090 -1.01080 -1.03747
C -1.15812 0.94392 0.00098
C -1.76569 2.02043 -0.87664
N 0.10645 1.34071 0.49682
N 1.54723 -0.27083 -0.30576
N 2.89453 -0.62313 -0.55364
O 2.25483 1.32763 1.05077
H -0.13056 -2.90609 1.45142
H -1.91812 -1.28064 2.52698
H -0.72272 -2.60117 -1.08505
H -2.98813 0.07230 0.26149
H 0.68045 -0.95709 -2.09500
H -2.35892 1.71038 -1.72438
H -0.95881 2.77935 -1.15605
H -2.36606 2.71501 -0.24889
H 0.06220 2.23546 1.14906
H 2.95353 -0.89455 -1.50485
H 3.08404 -1.46778 -0.12273
H 3.15192 1.13157 0.75003
*
```

***

[3]
DFT (ωB97M-V/def2-TZVPD) results for C34H23BrN2O7PtS as an isolated structure.

The value obtained for the energy is -5036.8398 Eh. For the largest force on an atom, the calculation gives 2.43 eV/A. The calculation puts the frontier orbital gap (alpha / beta) at 5.9 / 5.9 eV.

ORCA input file:
```
! RIJCOSX wB97M-V def2-TZVPD def2/J DEFGRID3
* xyz 0 1
Pt 1.54433 -2.07097 0.03673
O -0.20417 -1.37326 2.78473
C 0.50322 -2.36442 2.83106
O 1.52711 -2.65231 2.07276
C 0.20536 -3.41679 3.87592
C -0.67534 -3.12368 4.90266
C -0.99921 -4.10726 5.81500
C -0.49011 -5.38610 5.72750
C 0.37577 -5.65264 4.68773
C 0.73758 -4.69206 3.76187
N 0.92080 -7.02423 4.55912
O 1.63626 -7.25642 3.60668
O 0.61878 -7.83346 5.41716
N -1.94109 -3.79194 6.91319
O -2.19171 -4.67184 7.71352
O -2.40868 -2.67013 6.94940
H -1.10754 -2.13793 4.98406
H -0.75954 -6.15212 6.43566
H 1.41731 -4.93123 2.95772
C 2.21983 -1.08173 -1.49370
C 2.11143 -0.25685 -2.42327
C 1.90927 0.70063 -3.34692
C 2.73284 1.91738 -3.29623
C 4.03456 1.85125 -2.78615
C 4.80261 2.99394 -2.66913
C 4.28201 4.22622 -3.04900
C 2.98540 4.30897 -3.53937
C 2.21112 3.16637 -3.65385
C 0.77524 0.52853 -4.25124
C 0.71766 1.18149 -5.49036
C -0.38030 1.01756 -6.31526
C -1.41789 0.17424 -5.93292
C -1.35717 -0.50062 -4.71879
C -0.27179 -0.32789 -3.88334
H 4.43630 0.88611 -2.49824
H 5.80954 2.92511 -2.27735
H 4.88104 5.12202 -2.94724
H 2.57172 5.26782 -3.82501
H 1.18388 3.24667 -3.98260
H 1.55387 1.78480 -5.81795
H -0.42212 1.53895 -7.26265
H -2.26583 0.03000 -6.59061
H -2.15779 -1.16810 -4.42748
H -0.23316 -0.84260 -2.92774
Br 0.40558 -4.05170 -0.81521
O -0.28659 -0.45674 -0.04969
S -0.42855 0.98247 -0.48736
C -0.14940 2.00484 0.94870
C -0.71721 1.70328 2.17714
C -0.40040 2.49386 3.26864
C 0.47915 3.56501 3.13087
C 1.04420 3.85544 1.89660
C 0.73420 3.06603 0.79631
C -2.20279 1.17579 -0.66920
C -2.70173 2.12888 -1.54364
C -4.07693 2.24410 -1.69988
C -4.92745 1.39500 -1.00584
C -4.41146 0.42426 -0.15341
C -3.03833 0.30347 0.01505
H -1.36485 0.84536 2.28868
H -0.83934 2.27179 4.23304
H 0.73625 4.16485 3.99534
H 1.72892 4.68959 1.79132
H 1.18420 3.26826 -0.17257
H -2.02635 2.77251 -2.09991
H -4.48327 2.99583 -2.36593
H -5.99946 1.48493 -1.13386
H -5.07455 -0.24435 0.38160
H -2.60526 -0.46423 0.64712
*
```

***

[4]
DFT (ωB97M-V/def2-TZVPD) results for C40H34OOsP2S3 as an isolated structure.

The value obtained for the energy is -3587.3213 Eh. For the largest force on an atom, the calculation gives 0.21 eV/A. The calculation puts the frontier orbital gap (alpha / beta) at 7.1 / 6.4 eV.

ORCA input file:
```
! RIJCOSX wB97M-V def2-TZVPD def2/J DEFGRID3
* xyz 2 5
Os -0.05447 0.76442 1.00424
O -3.29031 1.63361 0.72474
S -2.36142 0.55940 0.38854
C -2.93819 -0.97235 1.08453
C -4.25618 -1.05943 1.49540
C -4.69736 -2.27150 2.01429
C -3.83404 -3.35562 2.10511
C -2.50968 -3.24292 1.69902
C -2.04146 -2.03123 1.20365
P -0.34395 -1.76348 0.64448
C -0.00809 -3.04675 -0.56637
C -0.86797 -3.13810 -1.66483
C -0.64643 -4.10475 -2.62912
C 0.43133 -4.97611 -2.50477
C 1.28210 -4.88631 -1.41353
C 1.06808 -3.91967 -0.43935
C 0.78846 -1.87722 2.03648
C 2.14452 -1.61579 1.77335
C 3.06488 -1.63498 2.80636
C 2.63980 -1.89145 4.10383
C 1.29645 -2.12892 4.37413
C 0.36791 -2.12162 3.34857
C -2.38673 0.25227 -1.36843
C -3.57073 -0.18301 -1.95037
C -3.61690 -0.35059 -3.32462
C -2.49609 -0.07445 -4.10026
C -1.32548 0.37794 -3.51045
C -1.25624 0.54591 -2.12984
P 0.21203 1.24085 -1.31164
C 1.68734 0.46961 -1.98490
C 1.64671 -0.80280 -2.55358
C 2.82482 -1.42125 -2.94596
C 4.04048 -0.77616 -2.76750
C 4.08495 0.48971 -2.19486
C 2.91383 1.11453 -1.79938
C 0.22449 2.99506 -1.68491
C 0.85307 3.49073 -2.82589
C 0.77859 4.84426 -3.11538
C 0.07483 5.69749 -2.27575
C -0.55917 5.20457 -1.14275
C -0.48372 3.85384 -0.84434
H -4.90916 -0.19903 1.42208
H -5.72221 -2.36953 2.34594
H -4.19299 -4.29517 2.50295
H -1.84343 -4.09406 1.77477
H -1.71269 -2.46355 -1.76320
H -1.31483 -4.18645 -3.47595
H 0.60028 -5.73437 -3.25777
H 2.11054 -5.57428 -1.31187
H 1.73178 -3.86187 0.41320
H 2.47431 -1.40935 0.75838
H 4.11021 -1.44676 2.60239
H 3.35947 -1.90566 4.91157
H 0.97513 -2.32561 5.38794
H -0.67714 -2.30436 3.56340
H -4.44418 -0.38454 -1.34305
H -4.52952 -0.69095 -3.79484
H -2.54003 -0.20263 -5.17349
H -0.46585 0.60524 -4.12905
H 0.70490 -1.31401 -2.70001
H 2.78969 -2.40427 -3.39660
H 4.95737 -1.25585 -3.08334
H 5.03297 0.99327 -2.06223
H 2.95597 2.10122 -1.35372
H 1.40444 2.83138 -3.48513
H 1.26923 5.23197 -3.99772
H 0.01856 6.75258 -2.50794
H -1.11459 5.87042 -0.49636
H -0.99461 3.47831 0.03857
C -0.26928 3.52024 4.67681
C 0.17412 2.67249 3.52481
S -0.80812 1.30836 3.17097
C 1.35838 2.93512 2.83509
C 2.27476 4.05859 3.21712
S 1.89920 1.93267 1.56746
H -1.23804 3.20132 5.05170
H -0.34208 4.56815 4.38172
H 0.45811 3.45801 5.49026
H 1.81265 4.75131 3.91398
H 2.59349 4.61104 2.33379
H 3.17315 3.65283 3.68943
*
```